# 1
{"formula": "C19H48CaCuN3O7", "method": "the ωB97M-V functional and the def2-TZVPD basis", "total_charge": 2, "orbital_gap_ev": 4.1817, "mol_weight_g_mol": 534.23, "fmax_ev_per_a": 2.9, "multiplicity": 1, "symbols": ["Cu", "Ca", "C", "O", "H", "H", "H", "C", "O", "C", "C", "N", "C", "C", "O", "C", "H", "H", "H", "H", "H", "H", "H", "H", "H", "H", "H", "H", "H", "H", "H", "C", "O", "C", "C", "N", "C", "C", "O", "C", "H", "H", "H", "H", "H", "H", "H", "H", "H", "H", "H", "H", "H", "H", "H", "C", "O", "C", "C", "N", "C", "C", "O", "C", "H", "H", "H", "H", "H", "H", "H", "H", "H", "H", "H", "H", "H", "H", "H"], "positions_angstrom": [[0.833, 2.621, -1.731], [3.558, 3.246, 0.433], [0.871, 1.406, 1.094], [1.807, 1.698, 0.039], [0.458, 0.405, 0.942], [1.483, 1.356, 1.998], [0.010, 2.073, 1.136], [-2.083, -1.302, 1.635], [-3.186, -1.274, 2.464], [-2.932, -0.636, 3.704], [-4.199, -0.751, 4.548], [-4.844, -2.072, 4.493], [-4.244, -3.008, 5.446], [-4.746, -4.424, 5.201], [-4.777, -4.797, 3.849], [-5.613, -5.911, 3.655], [-1.430, -2.141, 1.960], [-1.333, -0.504, 1.715], [-2.307, -1.591, 0.611], [-2.709, 0.425, 3.517], [-2.042, -1.045, 4.202], [-4.940, -0.029, 4.201], [-3.978, -0.514, 5.591], [-4.599, -2.465, 3.589], [-4.430, -2.783, 6.499], [-3.137, -2.979, 5.368], [-5.768, -4.372, 5.614], [-4.192, -5.149, 5.808], [-5.397, -6.366, 2.686], [-6.671, -5.635, 3.668], [-5.417, -6.710, 4.380], [3.640, 1.940, 3.797], [4.411, 2.138, 2.603], [4.977, 0.887, 2.166], [5.909, 1.163, 1.001], [5.122, 1.533, -0.219], [4.651, 0.385, -1.009], [3.830, 0.783, -2.224], [4.663, 0.625, -3.335], [4.047, 1.031, -4.542], [2.831, 1.224, 3.679], [3.368, 2.886, 4.265], [4.315, 1.577, 4.586], [4.175, 0.222, 1.828], [5.541, 0.435, 2.982], [6.452, 0.246, 0.763], [6.555, 1.982, 1.315], [5.829, 2.042, -0.756], [3.986, -0.165, -0.339], [5.444, -0.304, -1.305], [3.528, 1.852, -2.204], [2.968, 0.114, -2.291], [4.712, 0.827, -5.372], [3.792, 2.100, -4.483], [3.074, 0.545, -4.699], [-1.983, -1.860, -4.715], [-1.325, -1.169, -3.657], [-2.231, -0.603, -2.730], [-1.458, 0.475, -1.977], [-0.522, 1.238, -2.808], [-1.257, 2.039, -3.803], [-0.422, 3.161, -4.325], [0.769, 2.648, -4.890], [1.510, 3.671, -5.503], [-2.474, -1.166, -5.407], [-2.752, -2.527, -4.318], [-1.232, -2.422, -5.261], [-2.604, -1.339, -2.013], [-3.076, -0.170, -3.282], [-0.970, 0.003, -1.119], [-2.089, 1.217, -1.479], [0.017, 0.564, -3.351], [-2.179, 2.438, -3.371], [-1.640, 1.412, -4.613], [-0.194, 3.999, -3.634], [-0.967, 3.651, -5.145], [1.661, 4.559, -4.873], [1.074, 4.057, -6.435], [2.478, 3.278, -5.808]]}

# 2
{"formula": "C19H49BN5O5", "method": "the ωB97M-V functional and the def2-TZVPD basis", "total_charge": -1, "orbital_gap_ev": 5.8212, "mol_weight_g_mol": 438.44, "fmax_ev_per_a": 1.9, "multiplicity": 1, "symbols": ["C", "C", "O", "B", "C", "C", "C", "C", "N", "C", "N", "N", "H", "H", "H", "H", "H", "H", "H", "H", "H", "H", "H", "H", "H", "H", "H", "H", "H", "H", "H", "C", "O", "C", "C", "N", "C", "C", "O", "C", "H", "H", "H", "H", "H", "H", "H", "H", "H", "H", "H", "H", "H", "H", "H", "C", "O", "C", "C", "N", "C", "C", "O", "C", "H", "H", "H", "H", "H", "H", "H", "H", "H", "H", "H", "H", "H", "H", "H"], "positions_angstrom": [[1.424, -5.673, 6.439], [2.063, -6.466, 5.239], [2.294, -5.651, 4.090], [0.996, -5.396, 3.352], [1.002, -3.796, 2.896], [0.575, -2.822, 4.075], [-0.910, -2.257, 3.905], [-1.892, -3.266, 4.639], [-2.927, -3.824, 3.745], [-3.698, -4.879, 4.361], [-4.443, -4.779, 5.410], [-3.671, -6.172, 3.723], [1.652, -6.119, 7.440], [0.324, -5.502, 6.286], [1.878, -4.640, 6.437], [3.085, -6.815, 5.575], [1.450, -7.372, 4.958], [0.924, -6.124, 2.377], [0.036, -5.660, 4.040], [2.082, -3.561, 2.673], [0.363, -3.605, 1.988], [1.307, -1.963, 4.124], [0.613, -3.320, 5.074], [-0.908, -1.268, 4.445], [-1.164, -2.114, 2.826], [-1.358, -4.071, 5.194], [-2.423, -2.645, 5.428], [-3.507, -3.112, 3.312], [-4.367, -3.802, 5.712], [-3.083, -6.144, 2.895], [-3.378, -6.881, 4.388], [-1.582, 1.288, 2.786], [-0.897, 0.490, 1.838], [-1.390, 0.642, 0.512], [-0.363, 1.346, -0.366], [-0.227, 2.754, 0.004], [0.916, 3.420, -0.617], [2.316, 2.912, -0.251], [2.685, 3.148, 1.099], [2.244, 2.159, 2.019], [-1.250, 0.987, 3.780], [-1.345, 2.348, 2.653], [-2.664, 1.134, 2.722], [-2.358, 1.153, 0.487], [-1.542, -0.368, 0.119], [-0.676, 1.279, -1.413], [0.587, 0.811, -0.255], [-0.126, 2.820, 1.009], [0.857, 4.474, -0.328], [0.796, 3.388, -1.705], [3.030, 3.482, -0.854], [2.469, 1.861, -0.520], [2.196, 1.164, 1.571], [1.271, 2.433, 2.436], [2.953, 2.129, 2.848], [2.445, 3.237, -8.306], [1.221, 3.923, -8.516], [0.087, 3.061, -8.561], [-0.801, 3.271, -7.340], [-0.163, 2.765, -6.128], [-0.838, 3.160, -4.892], [-0.889, 4.655, -4.555], [0.378, 5.224, -4.255], [1.120, 5.647, -5.387], [3.258, 3.950, -8.447], [2.507, 2.846, -7.286], [2.568, 2.424, -9.027], [0.373, 2.011, -8.670], [-0.482, 3.342, -9.452], [-1.750, 2.748, -7.491], [-1.009, 4.345, -7.264], [0.789, 3.106, -6.092], [-0.315, 2.653, -4.076], [-1.858, 2.761, -4.905], [-1.482, 4.756, -3.641], [-1.412, 5.244, -5.317], [0.477, 5.992, -6.201], [1.775, 4.845, -5.735], [1.761, 6.475, -5.079]]}

# 3
{"formula": "C19H49ClFN4O11PS", "method": "the ωB97M-V functional and the def2-TZVPD basis", "smiles": "O=P(O)(O)CN(Cl)S(=O)(=O)F.COCCNCCOC.COCCNCCOC.COCCNCCOC", "orbital_gap_ev": 8.1157, "mol_weight_g_mol": 627.11, "fmax_ev_per_a": 1.9, "multiplicity": 1, "symbols": ["O", "P", "O", "O", "C", "N", "Cl", "S", "O", "O", "F", "H", "H", "H", "H", "C", "O", "C", "C", "N", "C", "C", "O", "C", "H", "H", "H", "H", "H", "H", "H", "H", "H", "H", "H", "H", "H", "H", "H", "C", "O", "C", "C", "N", "C", "C", "O", "C", "H", "H", "H", "H", "H", "H", "H", "H", "H", "H", "H", "H", "H", "H", "H", "C", "O", "C", "C", "N", "C", "C", "O", "C", "H", "H", "H", "H", "H", "H", "H", "H", "H", "H", "H", "H", "H", "H", "H"], "positions_angstrom": [[-8.757, 3.530, -1.377], [-8.857, 2.335, -0.539], [-9.519, 1.097, -1.271], [-9.764, 2.465, 0.760], [-7.275, 1.726, 0.108], [-6.300, 1.495, -0.998], [-5.134, 0.333, -0.422], [-5.425, 2.926, -1.468], [-4.146, 2.949, -0.852], [-5.509, 3.019, -2.879], [-6.233, 4.090, -0.866], [-9.538, 1.330, -2.208], [-9.432, 3.169, 1.324], [-6.861, 2.352, 0.898], [-7.473, 0.755, 0.550], [1.353, 4.173, -6.030], [0.829, 4.837, -4.898], [-0.566, 5.111, -4.972], [-1.335, 4.299, -3.953], [-1.331, 2.883, -4.296], [-1.874, 2.010, -3.258], [-1.132, 1.929, -1.929], [0.142, 1.310, -2.021], [1.216, 2.165, -2.367], [2.434, 4.132, -5.911], [0.972, 3.150, -6.119], [1.123, 4.718, -6.950], [-0.947, 4.927, -5.980], [-0.702, 6.173, -4.749], [-2.370, 4.651, -3.925], [-0.886, 4.494, -2.969], [-0.382, 2.597, -4.498], [-1.912, 1.002, -3.680], [-2.905, 2.308, -3.061], [-1.722, 1.290, -1.266], [-1.055, 2.901, -1.430], [1.059, 3.183, -2.004], [1.383, 2.190, -3.448], [2.120, 1.764, -1.905], [4.702, -0.599, 0.993], [4.754, -0.996, -0.364], [5.369, -2.259, -0.582], [4.359, -3.279, -1.060], [3.425, -3.631, 0.001], [2.292, -4.443, -0.433], [1.304, -3.825, -1.417], [0.578, -2.738, -0.882], [1.200, -1.465, -1.016], [4.329, 0.425, 1.015], [4.024, -1.228, 1.578], [5.698, -0.617, 1.448], [5.874, -2.610, 0.323], [6.127, -2.123, -1.359], [4.888, -4.183, -1.378], [3.856, -2.855, -1.941], [3.070, -2.782, 0.424], [1.732, -4.715, 0.466], [2.675, -5.375, -0.862], [0.566, -4.594, -1.663], [1.780, -3.535, -2.362], [1.792, -1.388, -1.931], [1.836, -1.252, -0.151], [0.423, -0.707, -1.049], [0.580, -1.038, 2.274], [1.904, -1.283, 2.719], [2.395, -0.340, 3.662], [2.605, -0.994, 5.009], [1.333, -1.357, 5.619], [1.451, -2.190, 6.812], [2.042, -3.586, 6.651], [1.240, -4.469, 5.892], [1.442, -4.434, 4.490], [0.369, -1.754, 1.483], [-0.153, -1.176, 3.076], [0.486, -0.026, 1.868], [1.721, 0.518, 3.743], [3.360, 0.025, 3.295], [3.130, -0.297, 5.668], [3.257, -1.865, 4.850], [0.773, -1.850, 4.937], [0.446, -2.305, 7.226], [2.040, -1.646, 7.558], [2.110, -4.027, 7.649], [3.063, -3.561, 6.250], [2.474, -4.182, 4.234], [0.767, -3.726, 3.999], [1.220, -5.427, 4.100]]}

# 4
{"formula": "C19H50BF3N2O14PS4", "method": "the ωB97M-V functional and the def2-TZVPD basis", "total_charge": -1, "orbital_gap_ev": 5.2858, "mol_weight_g_mol": 757.66, "fmax_ev_per_a": 3.6, "multiplicity": 1, "symbols": ["C", "C", "C", "P", "C", "N", "C", "N", "B", "O", "O", "C", "C", "F", "F", "F", "H", "H", "H", "H", "H", "H", "H", "H", "H", "H", "H", "H", "H", "H", "H", "H", "H", "H", "O", "S", "O", "O", "C", "C", "C", "H", "H", "H", "H", "H", "H", "H", "H", "O", "S", "O", "O", "C", "C", "C", "H", "H", "H", "H", "H", "H", "H", "H", "O", "S", "O", "O", "C", "C", "C", "H", "H", "H", "H", "H", "H", "H", "H", "O", "S", "O", "O", "C", "C", "C", "H", "H", "H", "H", "H", "H", "H", "H"], "positions_angstrom": [[5.652, -1.014, -1.259], [4.493, -0.889, -0.451], [3.100, -0.800, -1.132], [1.882, 0.629, -0.635], [3.170, 2.017, -0.988], [2.842, 2.780, -2.248], [0.434, 1.873, -0.402], [0.761, 3.222, 0.155], [0.481, -0.747, -0.568], [0.105, -1.451, -1.777], [-0.293, -1.111, 0.576], [-1.524, -1.773, 0.249], [2.276, 0.505, 1.250], [1.261, 1.014, 2.103], [3.437, 1.132, 1.700], [2.387, -0.826, 1.745], [6.531, -0.366, -0.974], [5.740, -1.749, -2.103], [4.699, -0.841, 0.655], [3.275, -0.767, -2.256], [2.582, -1.808, -0.963], [1.576, 0.706, -2.080], [4.216, 1.659, -1.204], [3.268, 2.799, -0.194], [1.997, 3.332, -2.141], [2.829, 2.159, -3.053], [-0.433, 1.471, 0.223], [-0.055, 2.071, -1.414], [0.293, 3.360, 1.054], [0.446, 3.931, -0.513], [0.709, -1.212, -2.496], [-2.213, -1.074, -0.324], [-1.407, -2.777, -0.239], [-2.059, -1.961, 1.238], [-2.285, 3.506, -0.943], [-3.694, 3.345, -0.730], [-4.468, 2.385, -1.472], [-4.411, 4.788, -0.840], [-4.229, 5.546, -2.040], [-5.034, 4.978, -3.195], [-3.985, 3.076, 0.993], [-3.167, 5.611, -2.294], [-4.573, 6.559, -1.827], [-4.673, 3.988, -3.477], [-4.961, 5.623, -4.072], [-6.083, 4.873, -2.916], [-3.430, 3.815, 1.567], [-3.632, 2.072, 1.232], [-5.053, 3.149, 1.187], [7.482, -5.027, -1.248], [6.637, -6.165, -1.010], [5.874, -6.772, -2.068], [5.656, -5.843, 0.225], [4.816, -4.681, 0.149], [3.655, -4.887, -0.807], [7.585, -7.428, -0.216], [5.404, -3.801, -0.126], [4.427, -4.509, 1.153], [4.004, -4.999, -1.834], [2.976, -4.033, -0.775], [3.103, -5.794, -0.551], [8.144, -6.989, 0.607], [8.268, -7.842, -0.957], [6.910, -8.205, 0.139], [-8.659, 5.594, -3.396], [-9.507, 4.456, -3.163], [-10.271, 3.850, -4.221], [-10.495, 4.783, -1.929], [-11.327, 5.944, -2.015], [-12.484, 5.740, -2.976], [-8.560, 3.189, -2.372], [-10.732, 6.819, -2.291], [-11.720, 6.123, -1.013], [-12.130, 5.621, -4.001], [-13.159, 6.598, -2.953], [-13.042, 4.838, -2.719], [-8.000, 3.625, -1.548], [-7.877, 2.777, -3.115], [-9.236, 2.413, -2.019], [4.944, -5.109, 3.744], [5.067, -3.893, 4.503], [6.350, -3.317, 4.808], [4.228, -4.048, 5.876], [4.538, -5.145, 6.738], [5.845, -4.930, 7.480], [4.064, -2.646, 3.755], [4.553, -6.081, 6.173], [3.723, -5.216, 7.460], [6.692, -4.916, 6.793], [6.013, -5.729, 8.204], [5.836, -3.971, 8.002], [3.079, -3.060, 3.549], [4.548, -2.346, 2.826], [3.997, -1.793, 4.428]]}

# 5
{"formula": "C19H52NO13PS10", "method": "the ωB97M-V functional and the def2-TZVPD basis", "orbital_gap_ev": 7.7626, "mol_weight_g_mol": 854.26, "fmax_ev_per_a": 7.3, "multiplicity": 1, "symbols": ["O", "P", "C", "O", "S", "O", "O", "O", "C", "N", "C", "S", "H", "H", "H", "H", "C", "S", "O", "C", "H", "H", "H", "H", "H", "H", "C", "S", "O", "C", "H", "H", "H", "H", "H", "H", "C", "S", "O", "C", "H", "H", "H", "H", "H", "H", "C", "S", "O", "C", "H", "H", "H", "H", "H", "H", "C", "S", "O", "C", "H", "H", "H", "H", "H", "H", "C", "S", "O", "C", "H", "H", "H", "H", "H", "H", "C", "S", "O", "C", "H", "H", "H", "H", "H", "H", "C", "S", "O", "C", "H", "H", "H", "H", "H", "H"], "positions_angstrom": [[-1.798, 2.515, 1.351], [-0.654, 1.524, 0.796], [0.478, 0.894, 2.235], [1.924, 1.229, 2.014], [2.516, -0.173, 1.197], [3.992, -0.615, 1.538], [2.245, 0.154, -0.303], [1.570, -1.418, 1.933], [0.369, -0.745, 2.487], [-0.804, -1.495, 1.877], [-0.415, -2.118, 0.684], [-0.401, -2.398, -1.028], [0.061, 2.244, -0.229], [-1.362, 0.447, 0.121], [0.117, 1.458, 3.212], [0.142, -0.883, 3.651], [-4.106, -5.006, -2.750], [-2.662, -5.791, -1.994], [-1.533, -4.805, -2.046], [-2.395, -6.995, -3.318], [-4.431, -4.184, -2.108], [-3.844, -4.613, -3.735], [-4.913, -5.736, -2.839], [-2.240, -6.477, -4.268], [-3.260, -7.658, -3.388], [-1.506, -7.584, -3.078], [-4.604, 1.349, -2.530], [-4.519, 0.106, -1.217], [-3.074, -0.067, -0.852], [-4.988, -1.295, -2.262], [-4.310, 2.315, -2.113], [-3.923, 1.082, -3.341], [-5.628, 1.413, -2.905], [-4.282, -1.396, -3.090], [-5.999, -1.141, -2.646], [-4.966, -2.203, -1.655], [1.849, 2.797, -4.213], [0.876, 3.897, -3.156], [0.375, 3.083, -2.000], [-0.497, 4.098, -4.316], [2.752, 2.504, -3.673], [1.268, 1.904, -4.458], [2.129, 3.324, -5.128], [-0.931, 3.124, -4.554], [-0.137, 4.581, -5.227], [-1.257, 4.728, -3.849], [-4.706, 1.201, 3.383], [-4.662, -0.182, 2.217], [-6.013, -0.272, 1.572], [-4.572, -1.478, 3.476], [-4.801, 2.131, 2.816], [-5.563, 1.097, 4.053], [-3.779, 1.222, 3.959], [-5.437, -1.414, 4.140], [-3.649, -1.367, 4.049], [-4.572, -2.449, 2.975], [-0.558, -8.188, 0.170], [-0.514, -9.571, -0.996], [-1.865, -9.661, -1.641], [-0.424, -10.867, 0.263], [-0.653, -7.258, -0.397], [-1.414, -8.292, 0.840], [0.370, -8.167, 0.746], [-1.289, -10.803, 0.927], [0.499, -10.756, 0.836], [-0.423, -11.838, -0.238], [6.478, 0.860, 0.775], [8.193, 0.678, 1.323], [8.785, 2.053, 1.415], [8.795, -0.071, -0.210], [5.909, 1.349, 1.569], [6.438, 1.472, -0.129], [6.051, -0.126, 0.580], [8.609, 0.599, -1.052], [8.290, -1.026, -0.372], [9.870, -0.243, -0.114], [-0.498, 5.636, 0.502], [-1.384, 6.829, -0.530], [-1.059, 6.515, -1.961], [-0.389, 8.261, -0.048], [-0.928, 4.645, 0.336], [0.560, 5.621, 0.233], [-0.614, 5.907, 1.554], [0.663, 8.081, -0.283], [-0.508, 8.444, 1.023], [-0.741, 9.132, -0.605], [4.324, 4.786, 2.055], [3.394, 4.648, 3.601], [2.988, 6.034, 4.008], [4.809, 4.174, 4.623], [3.641, 5.113, 1.267], [5.126, 5.519, 2.166], [4.739, 3.811, 1.791], [5.581, 4.946, 4.573], [5.209, 3.220, 4.273], [4.472, 4.067, 5.657]]}